Density functional theory data (ωB97M-V/def2-TZVPD) for C37H29N4O2PSW as an isolated structure.

Values from the calculation:
* spin multiplicity: 3
* net charge: +2
* energy relative to the best compared isomer or geometry (same formula, charge and spin): 16.8 kcal per mole
* M: 808.546 g mol⁻¹
* gap between HOMO and LUMO (alpha / beta): 6.2 / 6.8 eV
* lowest unoccupied orbital energy (alpha / beta): -6.19 / -6.35 eV

Geometry as XYZ:
```
75
Properties=species:S:1:pos:R:3:forces:R:3:mulliken_charge:R:1
W -0.552662 0.492384 0.811160 -0.03 -0.09 -0.22 1.26
C 1.971105 1.940610 4.303999 -0.03 -0.03 -0.03 -1.34
C 1.556000 1.789296 2.975637 -0.03 0.06 -0.05 0.10
N 0.881280 0.739472 2.543199 -0.03 -0.04 -0.12 0.22
C 0.624143 -0.269251 3.434553 0.14 0.04 0.02 0.20
C 0.945049 -0.173857 4.796312 -0.05 -0.09 -0.02 0.95
C 1.639202 0.978563 5.219694 0.01 0.05 -0.01 -0.67
C 0.569058 -1.239740 5.651214 0.01 0.02 -0.01 -1.01
C -0.066561 -2.330694 5.133851 -0.01 -0.02 0.03 -1.16
C -0.332083 -2.446372 3.750033 0.04 0.04 -0.01 -0.51
C 0.031942 -1.437539 2.896917 0.12 -0.01 0.08 0.28
N -0.127183 -1.367927 1.503929 -0.22 0.09 -0.04 1.02
C 0.071189 -2.449826 0.657421 0.05 -0.06 -0.11 0.16
C 0.462019 -3.731668 0.970186 -0.03 0.04 0.00 -0.84
C 0.612363 -4.695698 -0.050241 0.01 -0.02 0.02 -1.07
C 0.373854 -4.402830 -1.363251 0.00 0.01 0.02 -0.99
C -0.013537 -3.089199 -1.719397 -0.01 0.01 0.03 1.21
C -0.286201 -2.677546 -3.040478 -0.01 -0.01 -0.03 -1.03
C -0.678375 -1.387861 -3.280736 -0.01 0.02 0.03 -1.21
C -0.775455 -0.487684 -2.212267 0.00 -0.05 0.03 -0.59
N -0.484936 -0.825340 -0.963759 0.01 0.08 0.26 0.73
C -0.139159 -2.125092 -0.704932 0.00 -0.08 -0.01 0.01
H 2.522431 2.826597 4.581556 0.00 0.00 0.03 0.47
H 1.784755 2.556758 2.250036 0.01 0.00 0.00 0.44
H 1.912661 1.085142 6.261799 0.00 0.00 0.00 0.47
H 0.787861 -1.171699 6.708282 0.00 -0.01 0.00 0.45
H -0.367514 -3.138659 5.786410 0.01 0.00 0.01 0.43
H -0.820906 -3.338345 3.383598 -0.01 0.01 -0.01 0.62
H 0.677050 -4.014980 1.989433 0.01 0.02 0.00 0.80
H 0.927953 -5.691182 0.231710 0.00 -0.01 -0.02 0.46
H 0.490636 -5.152081 -2.134319 0.00 0.00 -0.01 0.51
H -0.189933 -3.391438 -3.849229 0.00 0.01 -0.01 0.51
H -0.906492 -1.039060 -4.277781 0.00 -0.01 -0.01 0.58
H -1.096961 0.528476 -2.379864 -0.02 0.05 -0.02 0.87
O -1.056242 4.246828 2.359214 0.08 -0.03 0.05 -0.54
C -0.731941 3.443699 1.542829 -0.17 0.08 -0.04 0.28
O -1.272895 2.208163 1.481991 0.14 0.15 0.05 -0.86
C 0.298713 3.751103 0.455673 0.10 0.04 0.05 -1.13
P 0.640162 2.273475 -0.563414 -0.08 -0.34 0.38 1.15
C 2.408462 2.034397 -0.741297 0.04 0.18 -0.04 0.10
C 3.241768 3.120247 -1.024357 -0.01 0.01 -0.02 -0.51
C 4.603322 2.924842 -1.179332 -0.01 -0.03 0.01 -0.77
C 5.137600 1.646501 -1.060322 0.00 0.01 0.00 -0.55
C 4.314352 0.565816 -0.780987 -0.02 -0.01 0.01 -0.77
C 2.949657 0.757401 -0.618249 0.04 -0.07 0.02 0.09
C -0.068180 2.671222 -2.171586 0.02 0.08 -0.03 0.05
C 0.652794 2.515879 -3.351154 -0.03 -0.04 0.00 -0.30
C 0.048184 2.809710 -4.567118 0.02 -0.01 0.00 -0.86
C -1.263178 3.259777 -4.603470 0.01 0.00 -0.01 -0.55
C -1.982442 3.417431 -3.423709 -0.03 0.01 0.04 -0.83
C -1.390825 3.121986 -2.206712 0.01 -0.04 -0.03 -0.34
H 1.207371 4.117640 0.934151 0.01 0.02 -0.02 0.56
H -0.073670 4.575753 -0.154041 -0.03 -0.04 -0.01 0.61
H 2.829467 4.117167 -1.131244 -0.01 0.00 0.00 0.47
H 5.247912 3.765913 -1.394168 0.00 0.01 -0.01 0.45
H 6.201255 1.495390 -1.185700 0.00 0.00 0.01 0.42
H 4.732330 -0.426771 -0.683079 0.02 0.00 -0.01 0.47
H 2.315873 -0.093297 -0.388261 -0.03 0.03 -0.01 0.26
H 1.679203 2.171664 -3.327026 0.01 0.00 0.01 0.49
H 0.609342 2.697563 -5.484978 0.00 0.01 -0.01 0.46
H -1.723673 3.502191 -5.551572 -0.01 0.00 -0.01 0.44
H -2.999935 3.784064 -3.450899 0.00 0.00 -0.01 0.49
H -1.961367 3.236298 -1.289291 0.02 0.01 -0.03 0.38
S -2.991359 0.320502 0.647502 -0.07 -0.07 -0.13 -0.56
C -3.418449 -1.252945 0.017461 -0.03 0.09 -0.09 0.32
N -4.126537 -1.277794 -1.135475 0.03 -0.01 0.01 0.06
C -4.596670 -2.398195 -1.717380 0.00 -0.05 0.02 -0.28
C -4.349734 -3.614945 -1.139950 -0.02 0.05 -0.04 -0.71
C -3.632157 -3.644890 0.056320 0.02 0.02 0.03 -0.21
C -3.177082 -2.474446 0.634720 0.03 -0.05 0.01 -0.30
H -4.323273 -0.379707 -1.564323 0.00 0.00 0.02 0.29
H -5.163149 -2.265061 -2.627457 0.00 -0.01 0.00 0.45
H -4.727301 -4.513887 -1.602912 0.01 -0.02 0.01 0.47
H -3.440799 -4.589858 0.548041 -0.01 -0.01 -0.02 0.50
H -2.649499 -2.482553 1.576882 0.01 0.03 0.00 0.46
```
Positions in Å, forces in eV/Å.



Density functional theory data (ωB97M-V/def2-TZVPD) for a 3-piece molecular cluster, C37H30BFN2O8P overall.

Values from the calculation:
* net charge: +1
* M: 691.437 g mol⁻¹
* gap between HOMO and LUMO: 6.3 eV
* lowest unoccupied orbital energy: -4.73 eV

Geometry as XYZ:
```
80
Properties=species:S:1:pos:R:3:forces:R:3:mulliken_charge:R:1
C -3.719619 7.457907 -0.857606 0.25 0.01 -0.09 -0.98
N -3.554698 6.015602 -0.555396 -0.42 0.28 0.35 -0.20
C -4.795170 5.306231 -0.945522 0.16 0.05 -0.10 -0.98
B -3.306002 5.880763 0.848572 -0.17 -0.20 -0.15 1.08
O -4.204002 6.129461 1.817404 0.36 -0.18 -0.01 -0.54
N -1.837150 5.530411 1.297847 0.03 0.13 0.07 -0.14
C -0.872061 6.455019 1.200320 -0.09 0.19 -0.09 -0.45
C 0.423204 6.187384 1.567407 0.33 -0.24 0.07 -0.60
C 0.724428 4.919002 2.041402 -0.21 0.02 0.09 0.45
C 2.112587 4.529731 2.461976 0.22 -0.07 -0.20 0.00
O 2.981134 4.169299 1.739513 -0.29 0.07 0.25 -0.43
O 2.335234 4.498651 3.824921 0.09 0.18 -0.05 -0.07
F 1.358608 5.309312 4.454151 -0.01 -0.21 -0.07 -0.13
C -0.279877 3.957199 2.115352 0.26 0.25 0.00 0.20
C -1.566748 4.282762 1.741343 0.14 -0.18 0.13 0.03
P -3.024541 3.139627 1.770954 -0.60 -0.22 -0.17 0.32
C -2.233815 1.520643 1.744236 0.11 -0.05 -0.02 -0.69
O -3.507192 3.280236 3.340288 0.11 0.56 -0.13 -0.51
H -4.652954 7.853255 -0.447827 -0.07 0.00 -0.03 0.33
H -3.701206 7.613042 -1.933675 -0.04 -0.03 -0.06 0.31
H -2.904103 8.047924 -0.433649 0.06 -0.01 -0.03 0.32
H -5.666790 5.677329 -0.400750 -0.05 0.01 0.01 0.34
H -4.682977 4.242493 -0.754916 -0.03 -0.05 -0.03 0.31
H -4.961029 5.461670 -2.009553 0.02 -0.05 -0.05 0.33
H -3.936199 5.906470 2.715865 -0.19 0.09 0.12 0.36
H -1.152223 7.429692 0.827360 -0.09 -0.01 -0.03 0.36
H 1.183779 6.949333 1.485344 -0.02 0.06 -0.01 0.54
H -0.048436 2.964905 2.472214 -0.03 -0.05 0.00 0.38
H -2.980292 0.797184 2.073359 -0.06 -0.01 0.00 0.39
H -1.975662 1.276113 0.713551 0.14 -0.05 0.00 0.43
H -1.369556 1.425778 2.398010 0.04 -0.10 -0.01 -0.14
H -2.873555 3.705292 3.928295 0.06 -0.32 0.24 0.36
C -1.316270 -6.921614 0.920444 -0.01 0.02 0.00 -0.64
C -2.457381 -6.242053 1.330739 0.02 0.00 -0.01 -0.50
C -2.354236 -4.971889 1.872411 -0.05 -0.06 -0.03 -0.59
C -1.106444 -4.379520 2.015566 0.06 0.01 0.02 0.25
C 0.042683 -5.070734 1.620275 -0.01 0.07 0.04 0.35
C -0.068710 -6.338261 1.064626 -0.04 -0.07 -0.03 -0.52
C 1.396020 -4.476026 1.791416 0.03 -0.02 -0.04 0.61
O 2.394702 -5.061308 1.428902 0.01 -0.05 0.08 -0.66
C 1.491241 -3.124201 2.413309 -0.03 -0.02 0.02 0.35
C 2.743432 -2.560034 2.624940 0.06 0.08 0.02 -0.65
C 2.847675 -1.298720 3.186595 -0.02 0.01 -0.02 -0.73
C 1.699383 -0.593240 3.532908 0.01 -0.05 -0.04 -0.58
C 0.451808 -1.157411 3.328477 0.08 0.23 0.06 -0.57
C 0.342555 -2.423241 2.773276 -0.06 -0.08 -0.03 0.21
C -1.017021 -3.006524 2.579077 -0.05 0.03 -0.04 0.57
O -2.010127 -2.369363 2.868138 -0.01 0.02 -0.03 -0.71
H -1.401189 -7.910401 0.490334 0.00 -0.01 0.00 0.41
H -3.429321 -6.704846 1.225262 -0.01 0.00 -0.01 0.41
H -3.235618 -4.432079 2.188918 0.02 0.05 0.01 0.48
H 0.825363 -6.859529 0.752136 0.04 0.03 0.03 0.51
H 3.627304 -3.117247 2.347425 -0.03 -0.05 -0.03 0.55
H 3.823523 -0.863349 3.354998 0.01 0.01 0.00 0.42
H 1.784238 0.394287 3.969656 0.02 -0.01 0.04 0.52
H -0.451994 -0.628490 3.599652 -0.04 -0.07 0.03 0.56
C 0.157934 -0.071839 -5.041428 0.02 -0.01 0.00 -0.50
C 1.005879 -0.182889 -6.138299 -0.01 0.00 0.02 -0.47
C 2.013530 -1.131769 -6.143776 -0.05 0.07 -0.06 -0.59
C 2.183797 -1.968973 -5.048572 0.00 -0.02 0.07 0.23
C 1.344872 -1.845609 -3.939658 0.05 -0.04 0.00 0.11
C 0.327328 -0.899527 -3.945043 -0.05 0.08 -0.05 -0.52
C 1.529352 -2.706808 -2.735255 -0.04 -0.01 0.05 0.52
O 0.796627 -2.597677 -1.771760 0.02 0.03 0.01 -0.70
C 2.643804 -3.693555 -2.754161 -0.03 0.04 -0.06 -0.04
C 2.861980 -4.477290 -1.629694 0.05 -0.05 -0.03 -0.52
C 3.884448 -5.409310 -1.620670 0.03 -0.02 -0.03 -0.37
C 4.689364 -5.568468 -2.743802 -0.02 0.02 0.01 -0.63
C 4.478640 -4.788640 -3.869529 0.05 -0.07 0.05 -0.69
C 3.460563 -3.843955 -3.877609 -0.04 0.05 0.01 0.51
C 3.266494 -2.997360 -5.087595 0.03 -0.02 -0.04 0.53
O 3.960183 -3.132392 -6.071319 0.01 0.01 0.00 -0.66
H -0.635629 0.663948 -5.044652 -0.01 0.00 -0.01 0.40
H 0.876897 0.470172 -6.991105 -0.01 0.00 -0.01 0.40
H 2.675240 -1.233718 -6.992528 0.03 -0.06 0.02 0.48
H -0.324000 -0.823246 -3.085460 0.03 -0.05 0.04 0.52
H 2.232586 -4.351106 -0.765395 -0.06 0.03 -0.01 0.54
H 4.050543 -6.010274 -0.736425 -0.01 0.00 0.01 0.51
H 5.485016 -6.301514 -2.739553 0.01 -0.01 0.00 0.39
H 5.099817 -4.902129 -4.746982 -0.02 0.05 -0.03 0.50
```
Positions in Å, forces in eV/Å.